Entry from the Open Molecules 2025 dataset: C13H30BCaO2 as an isolated structure (the ωB97M-V functional and the def2-TZVPD basis).

- Energy: -1365.78950 hartree
- Total charge: +1
- Molar mass: 269.3 g mol⁻¹

Last column: Löwdin charge in e.
Cartesian coordinates (Å):
C1 -0.497 0.854 3.501  -0.145
O1 -1.794 1.340 3.734  -0.213
C2 -2.420 1.872 2.532  -0.208
B1 -3.502 0.830 1.890  -0.444
C3 -2.875 -0.698 1.817  -0.321
C4 -1.975 -0.914 0.494  -0.184
C5 -0.543 -1.669 0.739  -0.254
C6 0.022 -2.004 -0.692  -0.194
C7 1.570 -1.974 -0.772  -0.203
C8 2.086 -2.005 -2.238  -0.197
C9 2.350 -0.594 -2.849  -0.175
C10 1.009 0.066 -3.340  -0.180
C11 0.658 1.431 -2.685  -0.148
C12 1.040 1.561 -1.195  -0.244
O2 2.315 2.206 -1.159  -0.204
C13 2.825 2.247 0.170  -0.101
H1 -0.205 0.847 2.434  0.067
H2 0.241 1.422 4.088  0.100
H3 -0.467 -0.217 3.845  0.066
H4 -1.663 2.213 1.786  0.090
H5 -2.958 2.794 2.824  0.107
H6 -3.745 1.218 0.768  0.069
H7 -4.536 0.856 2.504  0.056
H8 -2.311 -0.961 2.779  0.009
H9 -3.795 -1.393 1.724  0.105
H10 -1.787 0.017 -0.060  0.125
H11 -2.568 -1.559 -0.191  0.126
H12 -0.734 -2.686 1.256  -0.032
H13 0.170 -1.053 1.312  0.116
H14 -0.303 -3.027 -0.967  0.125
H15 -0.487 -1.330 -1.395  0.098
H16 1.923 -2.912 -0.295  0.113
H17 2.026 -1.163 -0.178  0.104
H18 3.066 -2.520 -2.213  0.111
H19 1.461 -2.627 -2.903  0.119
H20 2.968 0.049 -2.205  0.107
H21 2.951 -0.782 -3.758  0.110
H22 0.213 -0.690 -3.251  0.088
H23 1.110 0.258 -4.423  0.110
H24 1.066 2.296 -3.227  0.122
H25 -0.444 1.548 -2.739  0.111
H26 0.358 2.231 -0.629  0.124
H27 1.046 0.594 -0.653  0.088
H28 3.370 3.199 0.276  0.096
H29 3.594 1.452 0.257  0.090
H30 2.055 2.137 0.949  0.078
Ca1 -1.884 -2.760 2.338  1.616

Atoms 1-6, force components in eV/Å:
-0.3669 -0.4123 0.4025
0.7575 0.0337 -0.6513
-0.5469 0.2707 -0.4379
0.0220 0.8125 0.2320
-0.3812 -0.6028 -1.1439
0.3123 -1.6650 1.6965